C4H10OSSi | ωB97M-V/def2-TZVPD

Positions of all 17 atoms, in Å:
C 4.34 -0.59 -0.26
C 3.59 -0.24 -1.16
C -2.74 0.27 -1.03
C -2.29 -0.03 0.37
O -0.91 0.40 0.50
Si 0.32 -0.41 1.17
S 1.34 1.38 1.52
H 5.06 -0.79 0.52
H 1.27 1.93 0.28
H 3.01 0.30 -1.84
H -2.54 -0.50 -1.82
H -3.88 0.32 -1.09
H -2.22 1.19 -1.45
H -2.26 -1.11 0.58
H -2.87 0.37 1.17
H 1.03 -1.36 0.13
H -0.25 -1.11 2.39

Properties
relative energy (zero: lowest compared OMol25 entry of this formula, charge and spin) = 269.0 kJ/mol
LUMO = 0.79 eV
charge = 0
SMILES = CCO[SiH2]S.C#C
gap between HOMO and LUMO = 9.97 eV
molar mass = 134.3 g mol⁻¹